{"formula": "C6H8S", "method": "ωB97M-V/def2-TZVPD", "gap_ev": 8.428, "total_charge": 0, "relative_energy_ev": 1.928, "smiles": "C[C@]12C=CC[C@H]1S2", "e_lumo_ev": 0.21, "elements": ["C", "C", "C", "C", "C", "C", "S", "H", "H", "H", "H", "H", "H", "H", "H"], "coordinates": [[-0.0844, -1.9379, -0.0986], [-0.3244, -0.5058, -0.2754], [0.3402, 0.2710, -1.2217], [0.4934, 1.5690, -0.8665], [-0.1043, 1.7270, 0.4480], [-0.8350, 0.4342, 0.7385], [-2.3532, 0.0476, -0.2422], [0.7729, -2.4293, -0.5577], [-0.9890, -2.7210, -0.2563], [0.2062, -2.1030, 1.0299], [0.8056, -0.3664, -1.9329], [1.0102, 2.3329, -1.3222], [0.7267, 1.8016, 1.1352], [-0.6671, 2.6633, 0.4269], [-0.8667, 0.0990, 1.8424]], "nbo_charge": [-0.66, 0.02, -0.25, -0.10, -0.47, -0.32, -0.07, 0.24, 0.26, 0.22, 0.21, 0.21, 0.23, 0.24, 0.24]}